A molecular structure, C25H49KN4O8P2S, computed with ωB97M-V with the def2-TZVPD basis set.

ORCA input file:
```
! wB97M-V def2-TZVPD RIJCOSX def2/J DEFGRID3
* xyz 0 1
K 1.10935 -1.02740 0.78118
C -0.02793 -4.29912 3.00618
C 0.35698 -3.18249 3.98934
N -0.03877 -1.87017 3.56680
C -1.30777 -1.33371 3.92216
C -2.49216 -1.97697 3.18191
S -2.41469 -1.99460 1.36934
C -2.22784 -3.74363 0.95182
C -0.82083 -4.26899 0.63659
N 0.14373 -3.90385 1.62722
H -1.07873 -4.55731 3.15693
H 0.54077 -5.20778 3.26049
H 1.44481 -3.18143 4.10137
H -0.05706 -3.44742 4.97822
H 0.72967 -1.21154 3.55647
H -1.29078 -0.26397 3.70956
H -1.54083 -1.43947 5.00112
H -3.40442 -1.44235 3.45782
H -2.64213 -3.00425 3.51813
H -2.86248 -3.93634 0.08204
H -2.67592 -4.32199 1.76193
H -0.47558 -3.83330 -0.30305
H -0.92600 -5.35693 0.46009
H 1.10422 -3.96506 1.32172
O 3.39006 -1.69152 1.16668
N 4.11316 -0.90719 1.82928
N 3.45303 -0.08778 2.59723
O 2.14131 -0.04978 2.69255
C 4.23535 0.79969 3.40404
C 3.54180 1.67713 4.21863
C 4.26423 2.56168 5.01579
C 5.64557 2.56777 4.99547
C 6.32137 1.67332 4.16789
C 5.62870 0.78309 3.36638
H 2.46440 1.64573 4.21197
H 3.72700 3.24876 5.65784
H 6.20075 3.25639 5.61725
H 7.40343 1.65870 4.14157
H 6.14769 0.08731 2.72892
C 2.18743 2.78212 0.16931
C 1.59988 2.07696 -1.02644
C 2.14850 2.51629 -2.36050
O 0.14346 2.34030 -1.10994
P -0.89314 1.68614 -0.09762
O -0.26608 0.85526 0.94007
C -1.95780 0.68442 -1.15280
P -1.13195 -0.57752 -2.13670
O 0.00565 -1.21277 -1.43707
O -0.61581 0.12556 -3.45897
C -1.29448 1.06686 -4.34475
C -0.30763 1.32278 -5.45786
C -2.63063 0.58111 -4.86862
O -2.29798 -1.55463 -2.53478
C -2.03089 -2.93489 -2.97185
C -3.38656 -3.59039 -3.06695
C -1.25746 -2.95119 -4.26568
O -1.76417 2.87871 0.43229
C -2.07494 4.18123 -0.17082
C -2.51926 4.07880 -1.60762
C -0.92162 5.12747 0.05049
H 3.25395 2.54885 0.22560
H 1.74308 2.43755 1.10033
H 2.08506 3.86467 0.08352
H 1.74239 0.99691 -0.92064
H 1.97604 3.58018 -2.52877
H 1.69700 1.94572 -3.17411
H 3.22499 2.34080 -2.38146
H -2.51105 1.34345 -1.82259
H -2.66101 0.16796 -0.49405
H -1.42781 1.98304 -3.75988
H -0.14406 0.41129 -6.03297
H 0.65126 1.65909 -5.06278
H -0.68768 2.08847 -6.13449
H -2.51284 -0.31064 -5.48205
H -3.05450 1.36856 -5.49742
H -3.35611 0.35387 -4.09452
H -1.43887 -3.39002 -2.17807
H -3.95954 -3.16724 -3.89325
H -3.95006 -3.45476 -2.14631
H -3.27720 -4.66020 -3.24576
H -1.84138 -2.50229 -5.07056
H -1.04646 -3.98585 -4.54277
H -0.30250 -2.43483 -4.19678
H -2.92916 4.49990 0.43239
H -1.72909 3.71828 -2.26288
H -2.78993 5.07813 -1.95399
H -3.39969 3.44654 -1.71607
H -0.06787 4.87969 -0.57507
H -0.60585 5.11450 1.09172
H -1.23912 6.14252 -0.19646
*
```

The largest force on an atom comes out at 1.7 eV/Å. The value obtained for the orbital gap is 7.05 eV. The HOMO energy is -0.2470 hartree.